1.
This record from the OMol25 dataset describes a gas-phase ion, C3H6N3 (charge +1) in a non-equilibrium geometry. The level of theory is wB97M-V/def2-TZVPD.

LUMO energy: -5.85 eV
Net charge: +1
Max |F|: 4.49 eV/Å
Spin multiplicity: 1
Total energy: -7667.488 eV
M: 84.102 g/mol
SMILES: [H]/N=N/C=[NH+]/C=C

Each line ends with the Mulliken charge.
Positions of all 12 atoms, in Å:
H1 2.606 -3.334 -0.062  0.31
N1 1.589 -3.381 0.027  -0.65
N2 1.108 -2.331 0.018  0.64
C1 0.523 -1.286 0.315  0.22
N3 0.062 -0.223 -0.298  -0.21
C2 -0.779 0.790 0.286  0.20
C3 -0.919 1.952 -0.295  -0.80
H2 0.103 -1.413 1.329  0.26
H3 0.359 0.096 -1.239  0.27
H4 -1.136 0.654 1.368  0.21
H5 -1.447 2.713 0.231  0.27
H6 -0.346 2.091 -1.157  0.28

Cartesian forces (eV/Å) of the 6 atoms listed first:
H 0.772 -0.110 0.695
N 1.209 -4.116 -1.343
N -0.151 2.167 -0.865
C -2.942 1.525 2.579
N 0.030 1.444 -1.987
C 0.012 -0.773 2.957


2.
This record from the OMol25 dataset describes a gas-phase ion, C3H6N3 (charge +1) in a non-equilibrium geometry. The level of theory is wB97M-V/def2-TZVPD.

LUMO energy (alpha / beta): -9.00 / -7.04 eV
Net charge: +1
Max |F|: 3.49 eV/Å
Spin multiplicity: 1
Total energy: -7666.963 eV
M: 84.102 g/mol

Each line ends with the Mulliken charge.
Positions of all 12 atoms, in Å:
C1 0.272 -0.800 -1.736  0.13
C2 -0.178 0.401 0.283  0.61
C3 -0.028 0.424 1.737  -0.93
N1 -0.856 1.224 -0.347  -0.21
N2 -0.210 -0.011 -2.552  -0.32
N3 0.343 -0.722 -0.351  -0.13
H1 0.693 -1.731 -2.189  0.39
H2 -1.120 1.011 -1.273  0.28
H3 0.275 1.530 1.969  0.32
H4 0.683 -0.341 2.059  0.28
H5 -0.976 0.183 2.388  0.31
H6 1.103 -1.167 0.013  0.26

Cartesian forces (eV/Å) of the 6 atoms listed first:
C 0.655 -1.333 0.179
C -0.305 -2.331 0.953
C -0.581 1.619 2.808
N 0.611 1.246 0.200
N -0.686 1.026 0.524
N -1.723 1.997 -2.292


3.
This record from the OMol25 dataset describes a gas-phase ion, C3H6N3O (charge -1) in a non-equilibrium geometry. The level of theory is wB97M-V/def2-TZVPD.

LUMO energy (alpha / beta): 4.22 / 4.22 eV
Net charge: -1
Max |F|: 6.23 eV/Å
Spin multiplicity: 1
Total energy: -9722.054 eV
M: 100.101 g/mol
SMILES: [H]/N=C\C/C=N\N[O-]

Each line ends with the Mulliken charge.
Positions of all 13 atoms, in Å:
H1 -1.126 1.125 -1.325  0.24
N1 -0.419 0.567 -1.908  -0.66
C1 0.449 0.002 -1.141  -0.09
C2 0.738 0.196 0.325  -0.54
C3 0.132 -1.138 0.949  -0.28
N2 -1.124 -1.460 1.116  -0.52
N3 -2.213 -0.820 0.886  0.46
O1 -3.353 -1.201 1.208  -0.85
H2 0.871 -0.916 -1.649  0.34
H3 0.087 1.096 0.664  0.25
H4 1.759 0.393 0.474  0.30
H5 0.900 -1.952 1.129  0.29
H6 -2.059 0.071 0.299  0.05

Cartesian forces (eV/Å) of the 6 atoms listed first:
H 1.644 -0.137 -0.922
N -1.430 0.015 1.596
C -0.373 -0.574 -1.180
C -4.469 -0.509 -0.269
C 2.622 0.686 -0.324
N -1.132 -0.920 0.570


4.
This record from the OMol25 dataset describes a gas-phase ion, C3H6N3O (charge +1) in a non-equilibrium geometry. The level of theory is wB97M-V/def2-TZVPD.

LUMO energy: -4.15 eV
Net charge: +1
Max |F|: 5.31 eV/Å
Spin multiplicity: 1
Total energy: -9715.475 eV
M: 100.101 g/mol
SMILES: Cn1cc[n+](O)n1

Each line ends with the Mulliken charge.
Positions of all 13 atoms, in Å:
C1 2.002 -0.216 -0.104  -0.71
N1 0.634 0.119 0.264  0.41
C2 0.037 1.252 0.263  -0.03
C3 -1.339 0.955 0.179  -0.43
N2 -1.358 -0.413 0.072  0.78
O1 -2.541 -1.066 -0.046  -0.47
N3 -0.219 -0.960 0.241  -0.72
H1 1.940 -0.723 -1.037  0.33
H2 2.582 0.640 0.002  0.33
H3 2.477 -1.028 0.427  0.30
H4 0.609 2.154 0.033  0.36
H5 -2.305 1.392 -0.047  0.42
H6 -2.519 -2.106 -0.248  0.43

Cartesian forces (eV/Å) of the 6 atoms listed first:
C -0.347 -1.498 0.399
N 0.391 -5.277 0.437
C -2.597 2.404 -1.151
C -0.063 -0.908 -0.986
N -0.583 0.967 1.005
O -0.136 -2.063 -0.237


5.
This record from the OMol25 dataset describes 2 unconnected molecules or ions with the total composition C3H6N3O in a non-equilibrium geometry. The level of theory is wB97M-V/def2-TZVPD.

LUMO energy: -5.42 eV
Net charge: +1
Max |F|: 6.35 eV/Å
Spin multiplicity: 1
Total energy: -9715.171 eV
M: 100.101 g/mol

Each line ends with the Mulliken charge.
Positions of all 13 atoms, in Å:
C1 0.324 -2.333 -0.073  0.70
C2 0.366 1.142 0.064  -0.91
C3 -0.674 0.085 -0.299  -0.04
N1 -2.736 -0.641 0.575  -0.82
N2 -1.803 -0.158 0.095  0.75
N3 1.233 -1.708 -0.584  -0.52
O1 -0.721 -2.582 0.380  -0.41
H1 0.496 1.718 -0.747  0.33
H2 1.155 0.514 0.281  0.32
H3 -0.099 1.720 0.929  0.34
H4 -0.393 -0.378 -1.260  0.58
H5 -2.686 -1.461 1.344  0.40
H6 2.170 -1.705 -0.380  0.28

Cartesian forces (eV/Å) of the 6 atoms listed first:
C 0.288 1.318 0.270
C -4.815 -0.912 4.035
C 2.508 1.926 -3.155
N -3.279 -1.502 2.203
N 0.384 -0.959 1.461
N -2.507 -1.216 -0.313


6.
This record from the OMol25 dataset describes a molecular structure, C3H6N3O6P3 in a non-equilibrium geometry. The level of theory is wB97M-V/def2-TZVPD.

LUMO energy: -0.87 eV
Net charge: 0
Max |F|: 4.52 eV/Å
Spin multiplicity: 1
Total energy: -47831.837 eV
M: 273.018 g/mol

Each line ends with the Mulliken charge.
Positions of all 21 atoms, in Å:
C1 -2.333 -0.689 1.532  -0.16
C2 -2.043 1.772 -0.818  0.10
C3 1.840 1.944 -0.727  0.02
N1 -0.849 -0.875 -0.960  -0.48
N2 -0.187 0.827 0.938  -0.45
N3 1.748 -0.855 -0.041  -0.40
O1 -1.751 -1.730 1.731  -0.47
O2 -2.954 2.474 -0.558  -0.38
O3 1.775 1.919 -1.902  -0.38
O4 2.309 1.084 1.678  -0.57
O5 0.234 -3.020 0.279  -0.48
O6 0.921 -2.309 -1.968  -0.53
P1 -1.403 0.196 0.126  0.52
P2 1.338 0.590 0.474  0.89
P3 0.453 -1.731 -0.576  0.62
H1 -3.172 -0.393 2.022  0.50
H2 -1.185 2.051 -1.555  0.25
H3 1.984 2.897 -0.068  0.23
H4 2.964 0.369 1.982  0.35
H5 -0.262 -2.776 1.055  0.49
H6 0.576 -1.743 -2.646  0.34

Cartesian forces (eV/Å) of the 6 atoms listed first:
C 3.239 -1.418 -2.812
C 1.788 -0.802 -0.251
C -1.121 1.076 3.110
N -1.430 0.417 1.121
N 0.699 0.869 0.327
N -1.750 -0.381 0.295


7.
This record from the OMol25 dataset describes 2 unconnected molecules or ions with the total composition C3H6N3P in a non-equilibrium geometry. The level of theory is wB97M-V/def2-TZVPD.

LUMO energy (alpha / beta): -2.56 / -2.56 eV
Net charge: 0
Max |F|: 5.52 eV/Å
Spin multiplicity: 1
Total energy: -16963.463 eV
M: 115.076 g/mol
SMILES: [H]/P=C1\C=CN=N1.N

Each line ends with the Mulliken charge.
Positions of all 13 atoms, in Å:
H1 0.125 -2.130 -2.246  0.06
P1 0.293 -2.345 -0.716  0.07
C1 1.715 -1.334 -0.737  0.53
C2 2.415 -0.873 -1.861  -0.20
C3 3.505 -0.162 -1.391  -0.45
N1 3.473 -0.337 -0.049  -0.39
N2 2.443 -0.990 0.367  -0.34
H2 1.987 -0.618 -2.840  0.28
H3 4.248 0.440 -1.844  0.44
N3 -0.319 0.614 2.538  -0.68
H4 -0.841 0.905 1.738  0.21
H5 -0.725 -0.139 2.937  0.21
H6 0.669 0.473 2.138  0.25

Cartesian forces (eV/Å) of the 6 atoms listed first:
H 0.088 -0.569 2.026
P 1.534 1.860 -1.975
C -2.464 -2.154 -0.310
C 0.929 3.221 -3.077
C -2.648 -2.206 -0.764
N 0.512 0.255 3.231


8.
This record from the OMol25 dataset describes a gas-phase ion, C3H6N3S (charge +1) in a non-equilibrium geometry. The level of theory is wB97M-V/def2-TZVPD.

LUMO energy (alpha / beta): -4.28 / -7.79 eV
<S²>: 2.007
Net charge: +1
Max |F|: 5.90 eV/Å
Spin multiplicity: 3
Total energy: -18500.658 eV
M: 116.169 g/mol

Each line ends with the Löwdin spin population.
Positions of all 13 atoms, in Å:
C1 -0.897 1.579 0.340  0.01
C2 0.336 1.633 -0.228  0.05
C3 -0.654 -1.952 0.248  0.00
N1 -1.321 0.320 0.434  0.08
N2 -0.365 -0.453 0.024  0.02
N3 0.658 0.315 -0.399  0.33
S1 2.295 -0.382 -0.714  1.43
H1 -1.645 2.340 0.552  0.00
H2 0.920 2.490 -0.519  0.00
H3 0.188 -2.537 0.558  0.00
H4 -1.250 -1.887 1.128  0.00
H5 -1.234 -2.411 -0.551  0.00
H6 2.970 0.944 -0.873  0.06

Cartesian forces (eV/Å) of the 6 atoms listed first:
C -2.048 0.918 -0.218
C -0.457 -1.250 0.295
C 0.398 0.940 -0.094
N -0.143 -0.402 0.610
N -0.919 0.242 0.291
N -2.162 2.023 -0.100